{
  "formula": "C53H58As2BiN2O13P2",
  "method": "ωB97M-V with the def2-TZVPD basis set",
  "elements": ["Bi", "O", "C", "C", "C", "C", "C", "C", "P", "C", "C", "C", "C", "C", "C", "C", "C", "C", "C", "C", "C", "C", "C", "C", "C", "C", "C", "P", "C", "C", "C", "C", "C", "C", "C", "C", "C", "C", "C", "C", "H", "H", "H", "H", "H", "H", "H", "H", "H", "H", "H", "H", "H", "H", "H", "H", "H", "H", "H", "H", "H", "H", "H", "H", "H", "H", "H", "H", "O", "H", "H", "O", "H", "H", "O", "H", "H", "O", "H", "H", "N", "C", "C", "N", "C", "H", "H", "H", "H", "C", "O", "C", "O", "C", "C", "As", "C", "C", "C", "As", "C", "C", "O", "O", "C", "C", "O", "O", "C", "C", "O", "O", "C", "H", "H", "H", "H", "H", "H", "H", "H", "H", "H", "H", "H", "H", "H", "H", "H", "H", "H"],
  "xyz": [[0.347, -1.016, 0.283], [2.081, -3.560, -1.073], [1.427, -4.430, -1.914], [1.721, -5.772, -2.054], [0.980, -6.517, -2.964], [-0.043, -5.934, -3.700], [-0.359, -4.595, -3.513], [0.376, -3.829, -2.609], [0.217, -2.040, -2.321], [-1.222, -1.570, -3.311], [-1.139, -0.655, -4.361], [-2.230, -0.464, -5.197], [-3.409, -1.168, -4.985], [-3.513, -2.049, -3.914], [-2.427, -2.250, -3.077], [1.724, -1.410, -3.118], [2.673, -0.658, -2.422], [3.786, -0.152, -3.071], [3.965, -0.404, -4.427], [3.047, -1.184, -5.118], [1.931, -1.693, -4.466], [3.368, -3.787, -0.622], [4.360, -4.343, -1.411], [5.610, -4.561, -0.855], [5.864, -4.222, 0.471], [4.880, -3.602, 1.221], [3.620, -3.364, 0.670], [2.340, -2.500, 1.644], [1.729, -3.875, 2.647], [2.082, -4.163, 3.961], [1.588, -5.311, 4.571], [0.755, -6.177, 3.876], [0.415, -5.901, 2.555], [0.902, -4.757, 1.944], [3.391, -1.239, 2.426], [3.560, -1.033, 3.792], [4.479, -0.094, 4.247], [5.208, 0.669, 3.344], [5.017, 0.495, 1.977], [4.122, -0.462, 1.521], [2.511, -6.236, -1.478], [1.216, -7.566, -3.103], [-0.600, -6.521, -4.421], [-1.164, -4.155, -4.087], [-0.225, -0.101, -4.537], [-2.152, 0.228, -6.027], [-4.248, -1.032, -5.657], [-4.433, -2.597, -3.745], [-2.507, -2.945, -2.245], [2.546, -0.455, -1.359], [4.515, 0.440, -2.528], [4.827, 0.002, -4.941], [3.200, -1.399, -6.169], [1.219, -2.309, -5.009], [4.158, -4.600, -2.445], [6.389, -5.009, -1.461], [6.831, -4.427, 0.912], [5.089, -3.310, 2.246], [2.762, -3.531, 4.517], [1.862, -5.530, 5.597], [0.382, -7.074, 4.356], [-0.229, -6.583, 2.008], [0.670, -4.555, 0.897], [2.977, -1.586, 4.512], [4.627, 0.037, 5.313], [5.925, 1.399, 3.704], [5.585, 1.090, 1.270], [4.016, -0.624, 0.449], [-2.250, -0.491, -0.682], [-2.348, -0.412, -1.643], [-2.628, 0.324, -0.325], [0.115, 0.892, -1.855], [0.880, 1.470, -1.994], [-0.648, 1.426, -2.152], [0.574, -1.032, 3.336], [0.410, -1.206, 4.271], [0.809, -0.086, 3.249], [1.357, 1.206, 1.880], [2.317, 1.351, 1.927], [0.975, 2.104, 1.730], [-3.035, -2.907, 2.507], [-3.166, -1.567, 2.827], [-2.161, -0.939, 2.185], [-1.420, -1.888, 1.477], [-1.983, -3.064, 1.697], [-3.638, -3.644, 2.832], [-3.945, -1.180, 3.467], [-1.908, 0.111, 2.187], [-1.649, -4.014, 1.312], [0.440, 5.457, -1.988], [-0.288, 4.301, -2.512], [-1.275, 3.724, -1.860], [-1.701, 2.659, -2.284], [-1.750, 4.223, -0.524], [-2.284, 5.405, -0.229], [-2.461, 6.338, 1.583], [-4.235, 7.114, 1.384], [-2.737, 4.561, 2.382], [-1.657, 3.789, 2.146], [-1.788, 2.541, 0.639], [-3.705, 2.284, 0.279], [-0.235, 4.266, 2.249], [0.691, 3.689, 1.692], [-0.047, 5.263, 3.075], [1.311, 5.737, 3.248], [-4.034, 3.843, 2.704], [-4.063, 2.708, 3.110], [-5.110, 4.599, 2.554], [-6.371, 3.987, 2.924], [-2.451, 6.516, -1.251], [-1.819, 7.528, -1.117], [-3.322, 6.383, -2.249], [-4.230, 5.260, -2.315], [-0.103, 6.374, -2.176], [1.373, 5.475, -2.535], [0.625, 5.343, -0.924], [-4.093, 8.084, 0.909], [-4.637, 7.274, 2.382], [-4.932, 6.513, 0.811], [-4.265, 3.205, 0.430], [-4.137, 1.504, 0.907], [-3.782, 2.019, -0.775], [1.255, 6.506, 4.006], [1.682, 6.151, 2.313], [1.955, 4.924, 3.569], [-7.125, 4.750, 2.778], [-6.344, 3.670, 3.964], [-6.570, 3.125, 2.292], [-4.994, 5.546, -3.026], [-4.690, 5.068, -1.348], [-3.727, 4.364, -2.668]],
  "forces_ev_per_a": [[-0.6, 0.5, 0.0], [0.0, 0.0, 0.0], [-0.1, 0.1, -0.1], [0.0, -0.2, 0.1], [0.0, -0.1, 0.0], [-0.1, 0.1, 0.0], [0.0, -0.1, 0.0], [0.0, 0.0, 0.2], [0.2, -0.4, -0.4], [-0.1, -0.1, 0.0], [0.1, 0.0, 0.0], [0.0, 0.0, 0.0], [0.0, 0.0, 0.0], [0.0, 0.0, 0.0], [0.1, 0.0, 0.0], [0.0, 0.3, 0.2], [-0.2, -0.1, 0.0], [0.1, 0.0, 0.0], [0.0, 0.0, 0.0], [0.0, 0.0, 0.0], [0.0, 0.0, 0.0], [-0.1, -0.1, -0.1], [0.0, 0.0, -0.2], [0.0, 0.0, 0.0], [0.0, 0.0, 0.0], [0.1, 0.0, 0.0], [-0.1, 0.2, 0.0], [0.5, -0.3, -0.2], [-0.3, 0.1, 0.1], [0.0, 0.0, 0.0], [0.0, 0.0, 0.0], [0.0, 0.0, 0.0], [0.0, 0.0, 0.0], [0.0, 0.1, 0.0], [0.0, 0.0, 0.1], [0.0, 0.1, 0.0], [0.0, 0.0, 0.0], [0.0, 0.0, 0.0], [0.0, 0.1, 0.0], [0.0, 0.0, 0.0], [0.0, 0.1, -0.1], [0.0, 0.1, 0.0], [0.1, 0.0, 0.1], [0.0, 0.0, 0.0], [0.0, -0.1, 0.0], [0.0, 0.0, 0.1], [0.1, 0.0, 0.1], [0.1, 0.1, 0.0], [0.0, 0.0, -0.1], [0.0, 0.0, 0.0], [0.0, -0.1, 0.0], [0.0, 0.0, 0.0], [0.0, 0.0, 0.1], [0.1, 0.1, 0.0], [0.0, 0.0, 0.1], [0.0, 0.0, 0.0], [-0.1, 0.0, 0.0], [0.0, 0.0, -0.1], [-0.1, 0.0, 0.0], [0.0, 0.0, -0.1], [0.0, 0.1, 0.0], [0.1, 0.0, 0.0], [0.0, -0.1, 0.1], [0.0, 0.0, 0.0], [0.0, 0.0, -0.1], [-0.1, -0.1, 0.0], [-0.1, -0.1, 0.1], [0.1, 0.0, 0.1], [0.1, 0.0, -0.2], [0.0, 0.0, 0.0], [0.0, -0.1, 0.0], [0.8, -0.4, 0.2], [-0.1, -0.2, -0.1], [-0.1, 0.1, 0.0], [0.0, 0.4, 0.0], [-0.1, 0.0, -0.1], [0.0, -0.2, 0.1], [0.3, -0.4, -0.1], [-0.2, -0.1, 0.1], [0.1, 0.0, 0.0], [-0.1, 0.2, 0.1], [-0.1, -0.2, 0.0], [0.3, -0.2, -0.2], [0.0, 0.0, 0.1], [0.0, 0.2, 0.0], [0.0, -0.1, 0.0], [0.1, -0.1, -0.1], [0.0, -0.1, 0.0], [-0.1, 0.1, 0.0], [-0.1, -0.1, -0.1], [0.1, 0.3, 0.2], [0.2, 0.4, 0.4], [-0.6, 0.0, -0.1], [0.0, -0.4, -0.3], [0.2, 0.4, -0.1], [0.0, -0.3, 0.0], [-0.1, 0.1, 0.0], [-0.4, 0.0, 0.1], [0.2, 0.1, -0.1], [0.1, 0.4, 0.2], [-0.1, 0.1, 0.2], [-0.4, 0.0, 0.1], [0.0, 0.2, -0.3], [0.0, 0.1, 0.2], [0.0, 0.0, -0.1], [0.1, 0.2, -0.1], [0.2, -0.2, 0.1], [-0.1, 0.1, -0.1], [0.1, 0.0, 0.0], [-0.1, -0.2, 0.1], [0.1, 0.1, 0.0], [-0.1, -0.3, 0.0], [0.2, 0.2, 0.1], [-0.1, 0.0, -0.1], [0.1, -0.1, -0.1], [0.0, -0.1, 0.1], [0.0, 0.0, 0.0], [0.0, 0.0, 0.0], [0.0, -0.1, 0.0], [0.0, -0.1, -0.1], [0.0, 0.0, 0.0], [0.1, 0.0, -0.1], [-0.1, 0.0, 0.0], [0.0, 0.0, 0.0], [0.0, -0.1, 0.0], [0.0, 0.1, 0.0], [0.1, 0.0, 0.0], [0.0, 0.0, -0.1], [0.0, 0.1, -0.1], [0.0, 0.0, 0.1], [0.1, 0.0, 0.0]],
  "homo_ev": -14.63,
  "gap_ha": 0.2491,
  "total_charge": 3
}